Density functional theory data (ωB97M-V/def2-TZVPD) for a cluster of 16 separate species, C96H80F16 in total in a non-equilibrium geometry.

Properties
F_max = 0.0700 Eh/bohr
highest occupied orbital energy = -8.81 eV
energy above the lowest of the compared OMol25 structures with the same formula, charge and spin = 28.3 kcal per mole
orbital gap = 9.225 eV

Last column: Löwdin charge in e.
Cartesian coordinates (Å):
F: -3.310 -6.999 -2.086  0.07
C: -2.469 -6.263 -1.360  -0.30
C: -1.091 -6.585 -1.472  0.02
C: -0.186 -5.846 -0.724  -0.07
C: -0.628 -4.746 0.004  -0.13
C: -1.985 -4.438 0.090  -0.07
C: -2.947 -5.317 -0.506  0.00
H: -0.890 -7.389 -2.100  0.08
H: 0.859 -6.132 -0.687  0.08
H: 0.173 -4.127 0.507  0.10
H: -2.263 -3.541 0.627  0.09
H: -4.007 -5.309 -0.306  0.11
F: 0.535 -2.624 -3.175  0.05
C: -0.289 -3.270 -3.989  -0.32
C: 0.131 -3.664 -5.241  -0.03
C: -0.790 -4.232 -6.083  -0.12
C: -2.019 -4.617 -5.653  -0.08
C: -2.368 -4.315 -4.316  -0.06
C: -1.515 -3.603 -3.507  -0.03
H: 1.173 -3.339 -5.571  0.14
H: -0.474 -4.410 -7.116  0.11
H: -2.665 -5.134 -6.411  0.13
H: -3.390 -4.415 -4.007  0.11
H: -1.709 -3.354 -2.463  0.12
F: 5.567 4.032 1.691  0.06
C: 4.542 3.334 1.174  -0.29
C: 4.794 2.468 0.097  0.00
C: 3.804 1.560 -0.294  -0.10
C: 2.554 1.559 0.272  -0.08
C: 2.387 2.438 1.373  -0.07
C: 3.335 3.364 1.813  -0.02
H: 5.780 2.419 -0.328  0.10
H: 4.059 0.901 -1.143  0.10
H: 1.785 0.902 -0.102  0.09
H: 1.442 2.393 1.930  0.09
H: 3.188 4.033 2.721  0.15
F: -4.174 7.000 5.554  0.08
C: -4.092 7.874 4.563  -0.33
C: -4.638 9.134 4.762  0.00
C: -4.557 9.975 3.667  -0.11
C: -4.019 9.655 2.432  -0.10
C: -3.542 8.362 2.243  -0.04
C: -3.639 7.490 3.356  -0.02
H: -5.097 9.449 5.747  0.14
H: -4.990 10.959 3.731  0.10
H: -4.000 10.466 1.715  0.10
H: -3.207 7.933 1.311  0.09
H: -3.342 6.463 3.326  0.10
F: -0.290 -3.037 4.868  0.07
C: 0.535 -3.957 4.373  -0.31
C: 1.779 -4.010 4.939  -0.02
C: 2.703 -4.894 4.408  -0.10
C: 2.451 -5.732 3.382  -0.11
C: 1.190 -5.664 2.812  -0.08
C: 0.242 -4.768 3.288  -0.01
H: 1.971 -3.393 5.812  0.13
H: 3.595 -4.968 4.985  0.10
H: 3.220 -6.493 3.100  0.13
H: 1.042 -6.202 1.906  0.09
H: -0.705 -4.676 2.753  0.10
F: 1.967 2.495 -2.533  0.10
C: 2.795 1.984 -3.379  -0.34
C: 2.722 0.572 -3.557  0.00
C: 3.668 0.025 -4.391  -0.11
C: 4.630 0.734 -5.067  -0.09
C: 4.719 2.115 -4.786  -0.07
C: 3.786 2.746 -3.950  -0.01
H: 1.975 0.051 -3.046  0.08
H: 3.624 -1.015 -4.610  0.09
H: 5.396 0.309 -5.705  0.11
H: 5.460 2.755 -5.255  0.10
H: 3.681 3.835 -3.779  0.13
F: -1.757 4.249 -0.019  0.04
C: -1.496 5.115 -1.035  -0.27
C: -0.371 4.904 -1.763  0.00
C: -0.070 5.800 -2.809  -0.08
C: -0.837 6.887 -3.044  -0.11
C: -2.026 7.057 -2.315  -0.07
C: -2.368 6.153 -1.304  -0.02
H: 0.133 4.030 -1.643  0.07
H: 0.801 5.599 -3.409  0.10
H: -0.623 7.555 -3.910  0.12
H: -2.696 7.946 -2.390  0.12
H: -3.258 6.258 -0.703  0.10
F: 0.768 6.317 2.596  0.04
C: -0.070 5.880 3.572  -0.29
C: -0.133 6.583 4.727  -0.01
C: -1.027 6.145 5.778  -0.06
C: -1.762 4.984 5.616  -0.10
C: -1.707 4.302 4.370  -0.11
C: -0.845 4.715 3.353  -0.03
H: 0.308 7.568 4.806  0.12
H: -1.070 6.723 6.675  0.10
H: -2.368 4.558 6.415  0.11
H: -2.306 3.388 4.056  0.12
H: -0.783 4.228 2.356  0.11
F: 5.578 -5.169 0.948  0.05
C: 4.834 -4.732 -0.106  -0.28
C: 3.635 -4.153 0.196  0.00
C: 2.907 -3.550 -0.847  -0.07
C: 3.354 -3.579 -2.144  -0.10
C: 4.568 -4.222 -2.437  -0.08
C: 5.321 -4.801 -1.414  -0.03
H: 3.291 -4.198 1.231  0.11
H: 1.949 -3.117 -0.629  0.07
H: 2.652 -3.122 -2.829  0.08
H: 4.976 -4.311 -3.426  0.11
H: 6.327 -5.117 -1.647  0.12
F: 2.097 3.005 5.809  0.01
C: 2.049 1.818 5.073  -0.23
C: 0.786 1.409 4.637  -0.02
C: 0.673 0.224 3.977  -0.07
C: 1.830 -0.551 3.744  -0.08
C: 3.036 -0.099 4.180  -0.11
C: 3.176 1.047 4.889  -0.03
H: -0.049 2.071 4.883  0.11
H: -0.273 -0.175 3.698  0.07
H: 1.736 -1.479 3.182  0.10
H: 3.934 -0.707 3.951  0.13
H: 4.098 1.350 5.342  0.12
F: -0.890 -1.923 1.983  0.00
C: -1.046 -1.012 0.929  -0.24
C: -1.848 0.084 1.186  0.00
C: -2.152 1.016 0.166  -0.05
C: -1.616 0.822 -1.113  -0.04
C: -0.855 -0.371 -1.349  -0.05
C: -0.543 -1.272 -0.323  -0.03
H: -2.261 0.154 2.198  0.09
H: -2.784 1.861 0.422  0.07
H: -1.848 1.555 -1.859  0.08
H: -0.496 -0.526 -2.363  0.08
H: 0.034 -2.159 -0.554  0.08
F: -5.383 4.617 -1.797  0.02
C: -5.734 4.143 -0.549  -0.26
C: -6.626 4.800 0.268  -0.03
C: -6.880 4.240 1.505  -0.10
C: -6.245 3.096 1.990  -0.06
C: -5.415 2.440 1.064  -0.07
C: -5.112 2.975 -0.163  -0.03
H: -7.208 5.733 -0.034  0.14
H: -7.572 4.806 2.159  0.12
H: -6.531 2.768 2.951  0.08
H: -5.004 1.489 1.360  0.08
H: -4.369 2.569 -0.824  0.09
F: 10.357 0.219 -0.653  0.07
C: 9.139 -0.264 -0.875  -0.32
C: 8.261 0.584 -1.493  0.00
C: 7.039 -0.020 -1.775  -0.08
C: 6.719 -1.335 -1.507  -0.07
C: 7.674 -2.115 -0.872  -0.07
C: 8.871 -1.562 -0.527  -0.02
H: 8.617 1.551 -1.650  0.11
H: 6.349 0.648 -2.339  0.10
H: 5.812 -1.782 -1.789  0.07
H: 7.388 -3.158 -0.769  0.09
H: 9.647 -1.956 0.114  0.12
F: -4.190 1.051 4.421  0.08
C: -4.479 -0.123 3.889  -0.32
C: -3.487 -1.131 3.925  -0.04
C: -3.770 -2.338 3.352  -0.10
C: -4.937 -2.607 2.605  -0.07
C: -5.813 -1.518 2.497  -0.06
C: -5.672 -0.309 3.248  -0.01
H: -2.458 -0.953 4.362  0.13
H: -3.038 -3.135 3.472  0.10
H: -5.171 -3.545 2.138  0.09
H: -6.617 -1.769 1.845  0.09
H: -6.357 0.546 3.097  0.11
F: -4.702 -1.814 -4.008  0.07
C: -4.092 -0.626 -4.066  -0.25
C: -2.805 -0.515 -4.670  -0.01
C: -2.239 0.707 -4.741  -0.11
C: -2.860 1.862 -4.277  -0.09
C: -4.111 1.742 -3.634  -0.08
C: -4.681 0.487 -3.484  -0.01
H: -2.360 -1.368 -5.080  0.09
H: -1.278 0.772 -5.202  0.10
H: -2.361 2.817 -4.507  0.11
H: -4.583 2.644 -3.304  0.08
H: -5.608 0.297 -2.967  0.12
F: 1.215 -10.690 -1.915  0.06
C: 1.389 -9.472 -2.494  -0.29
C: 2.206 -8.577 -1.785  0.00
C: 2.434 -7.259 -2.254  -0.10
C: 1.842 -6.801 -3.415  -0.08
C: 1.038 -7.748 -4.117  -0.07
C: 0.797 -9.038 -3.631  -0.04
H: 2.646 -8.879 -0.863  0.11
H: 3.020 -6.645 -1.584  0.08
H: 1.986 -5.722 -3.730  0.11
H: 0.522 -7.342 -4.982  0.10
H: 0.192 -9.810 -4.123  0.13

Forces on the atoms, in the same order (eV/Å):
F -0.58 -0.37 -0.19
C 2.00 -0.50 0.19
C -1.68 1.72 1.20
C -0.27 -0.48 -0.31
C 0.67 0.86 0.36
C -0.13 -0.97 -0.20
C 0.88 1.20 0.53
H 0.85 -1.25 -0.89
H -0.12 0.15 -0.19
H -1.33 -0.64 -0.48
H -0.34 -0.17 0.18
H -0.15 0.56 -0.13
F 0.92 0.69 0.58
C 0.26 -1.03 -0.75
C 2.05 1.93 0.05
C 1.39 -0.58 -1.50
C -1.43 -0.41 0.28
C -0.82 0.26 -1.42
C -0.29 -0.22 0.94
H -1.54 -0.61 0.32
H -0.21 -0.08 0.32
H 0.29 0.63 1.26
H -0.26 -0.60 0.31
H -0.39 0.00 -0.32
F 0.16 0.45 -0.21
C 0.72 -1.04 -0.81
C -0.50 0.03 1.04
C 1.16 0.24 -1.39
C 0.48 1.10 1.54
C -1.42 -0.24 -0.13
C -0.67 0.03 1.06
H 0.23 0.08 -0.12
H -0.27 0.26 0.60
H -0.24 -0.06 0.28
H 0.28 0.08 -0.29
H 0.06 -1.04 -1.37
F 0.13 -0.83 0.75
C -1.37 1.60 0.62
C -0.05 0.41 0.64
C -0.60 0.87 0.44
C 0.34 -0.51 0.06
C -0.66 -0.47 1.22
C 0.95 -0.34 -1.67
H 0.64 -0.48 -1.39
H -0.04 0.31 0.29
H 0.09 -0.39 -0.37
H 0.21 0.32 -0.12
H 0.36 -0.53 -0.47
F -1.02 0.12 -0.14
C 0.87 -0.26 -0.45
C -0.08 -0.01 0.16
C 0.58 0.75 2.21
C 0.28 -1.45 -0.76
C 0.45 0.55 -0.08
C -0.91 0.15 -0.52
H 0.21 -0.06 -0.19
H 0.90 -0.08 -0.02
H -0.85 0.86 -0.04
H -0.64 -0.54 -0.42
H 0.20 0.00 0.33
F -1.85 1.47 1.31
C 1.51 -3.12 -0.96
C 1.32 2.95 -0.63
C -0.48 -1.14 -0.49
C 0.94 2.40 0.69
C -0.49 0.06 -0.25
C -0.39 0.48 -0.32
H -0.95 -0.97 0.60
H -0.10 -0.88 0.10
H -0.35 -0.28 0.06
H 0.06 -0.27 -0.03
H 0.67 -0.71 -0.16
F -0.26 0.16 -0.17
C -0.42 -0.01 0.36
C -0.91 2.15 -1.53
C 0.82 -1.52 0.90
C -1.56 1.62 -1.19
C -0.56 0.51 0.91
C 0.35 0.39 -0.15
H 1.77 -2.20 0.52
H 0.17 -0.01 -0.14
H -0.06 -0.46 0.98
H 0.75 -0.83 -0.45
H -0.14 0.11 -0.01
F -0.33 -0.22 0.12
C -0.20 -1.17 -0.73
C -1.81 0.44 1.90
C 1.19 -0.36 -1.84
C -0.03 -0.62 -0.75
C 0.05 -0.88 -0.96
C 0.38 0.89 -0.18
H 0.40 -0.21 0.03
H -0.09 0.20 0.45
H 0.03 0.37 -0.21
H 0.53 1.22 1.16
H -0.13 0.25 0.90
F -0.07 -0.15 -0.68
C 0.73 0.01 -0.04
C -0.80 0.34 -0.13
C 0.34 -0.79 1.17
C 0.08 -0.29 -0.13
C -0.34 -0.04 0.62
C -0.13 0.74 0.17
H 0.00 0.24 -0.32
H -0.20 0.24 0.08
H 0.61 -0.12 -0.60
H -0.10 0.23 -0.40
H -0.05 -0.48 0.21
F 0.22 -1.37 -0.92
C -0.70 0.73 0.80
C 0.28 1.56 0.82
C 1.10 -1.20 -0.13
C -1.72 0.12 -0.65
C 1.70 -2.04 -0.87
C -0.33 1.92 0.98
H 0.15 -0.35 -0.20
H -0.62 -0.08 -0.31
H 0.09 0.15 0.18
H -0.58 0.42 0.29
H 0.41 0.16 -0.07
F 0.25 0.85 -1.28
C -0.70 -0.31 0.99
C -0.31 0.33 0.02
C 0.80 -0.96 0.51
C 0.22 -1.57 1.30
C -0.49 1.64 0.10
C -0.02 0.19 -0.84
H 0.12 0.22 -0.51
H 0.25 -0.07 -0.17
H 0.15 -0.04 -0.56
H 0.04 -0.20 0.23
H -0.08 0.08 0.14
F -0.52 -0.01 0.94
C 0.49 0.28 -0.87
C -1.08 1.34 -0.85
C -0.38 0.74 1.43
C -0.35 0.91 -2.61
C -0.15 -0.41 1.64
C -0.11 0.48 -0.20
H 1.15 -1.42 0.22
H 0.42 -0.54 -0.37
H 0.16 -0.66 0.83
H 0.37 -0.16 -0.07
H 0.00 -0.40 -0.16
F 1.07 0.19 0.61
C -0.21 0.41 -0.41
C -0.52 -2.69 0.77
C -1.15 2.28 -1.50
C 1.52 0.66 0.25
C -1.15 -0.74 -0.41
C 1.18 0.23 0.91
H -0.16 1.55 -0.65
H 0.06 -0.77 0.51
H -1.16 -0.24 -0.40
H 0.51 0.08 0.59
H -0.07 -0.88 -0.26
F 0.11 1.03 0.56
C 0.98 -1.56 -0.31
C 0.46 1.13 0.69
C 0.11 -1.83 -0.52
C 0.43 2.52 1.17
C 0.30 -0.73 0.89
C -0.37 -0.53 -1.93
H -1.56 -0.13 -0.31
H 0.02 0.16 -0.10
H 0.21 -0.18 -0.12
H -1.04 0.74 -0.20
H 0.33 -0.79 0.32
F -0.07 -0.19 0.06
C 1.94 1.16 -0.22
C -3.04 -0.71 1.17
C 0.55 1.25 -0.09
C -0.59 0.03 -0.01
C 1.57 0.23 -0.80
C -0.30 -0.87 -0.28
H 0.66 -1.17 -0.51
H 0.53 0.19 -0.29
H -0.54 -0.38 0.51
H -0.40 0.18 0.34
H -0.27 0.34 0.08
F -0.29 0.42 -0.91
C 1.81 1.29 2.44
C -0.30 0.68 -1.01
C -0.21 -1.44 0.90
C -0.42 -0.34 -0.62
C 0.25 1.52 0.51
C -0.77 -0.83 -1.52
H 0.26 -0.27 0.52
H 0.18 0.35 -0.26
H -0.35 -1.60 0.17
H -0.03 -0.53 -0.11
H -0.03 0.76 -0.26